Record 1
{
  "formula": "BH24NiO10",
  "method": "ωB97M-V/def2-TZVPD",
  "species": ["Ni", "B", "H", "H", "H", "H", "O", "H", "H", "O", "H", "H", "O", "H", "H", "O", "H", "H", "O", "H", "H", "O", "H", "H", "O", "H", "H", "O", "H", "H", "O", "H", "H", "O", "H", "H"],
  "positions_angstrom": [[-0.798564, 1.931192, 0.347452], [-0.226564, -0.250968, 0.024982], [-1.008484, -0.892548, -0.350798], [0.668026, -0.838088, 0.163672], [-0.047684, 0.550982, -0.674388], [-0.528044, 0.213052, 0.951282], [1.839936, 1.687702, -2.748248], [1.611836, 0.762282, -2.659898], [1.238966, 2.020412, -3.414848], [-2.603614, 1.433282, 1.390792], [-3.339844, 0.872812, 1.145672], [-2.957734, 2.013622, 2.064612], [0.594676, -3.515518, 1.099112], [1.356716, -3.022648, 0.794782], [0.912956, -4.005548, 1.857272], [2.113916, -0.835568, 2.232012], [1.790776, -0.152488, 1.644462], [1.398976, -1.470358, 2.278172], [-1.927254, 2.122682, -1.433018], [-2.822374, 1.868522, -1.657508], [-1.537334, 2.388752, -2.265718], [1.001016, 2.818032, -0.347718], [1.276606, 2.590782, -1.235768], [1.204016, 3.749752, -0.264478], [2.726286, -2.015318, -0.679008], [1.889896, -1.560328, -0.580698], [2.500526, -2.843858, -1.101838], [0.113526, 2.175402, 2.237152], [0.898856, 2.627042, 2.546212], [-0.431264, 2.079532, 3.018332], [-2.342384, -3.066508, 0.770912], [-2.316554, -2.184258, 1.141312], [-1.426744, -3.344648, 0.749372], [0.039946, -1.324448, -2.578728], [-0.190234, -0.624538, -1.967678], [-0.672774, -1.958198, -2.497238]],
  "forces_ev_per_a": [[-0.21, 0.77, 0.42], [-0.15, -0.35, 0.10], [-3.04, -1.97, -1.13], [3.01, -1.54, 0.64], [1.09, 2.68, -3.28], [-1.05, 0.98, 3.85], [-0.02, 0.56, 0.27], [0.02, -0.63, 0.06], [-0.08, 0.04, -0.42], [0.51, -0.06, -0.06], [-0.43, -0.65, -0.45], [-0.08, 0.76, 0.44], [-0.40, -0.12, 0.15], [0.49, 0.32, -0.29], [0.04, -0.25, 0.19], [0.53, 0.04, 0.56], [-0.17, 0.05, -0.19], [-0.32, -0.05, -0.05], [0.30, 0.12, 0.20], [-0.71, -0.28, 0.23], [0.46, 0.24, -0.45], [-0.35, 0.01, 0.73], [0.53, -0.80, -1.08], [-0.18, 0.51, 0.32], [0.48, -0.34, 0.26], [-0.38, 0.36, -0.17], [-0.03, -0.16, -0.38], [-0.05, -0.15, -0.12], [0.59, 0.32, -0.19], [-0.54, -0.18, 0.39], [-0.66, -0.20, -0.05], [0.15, 0.19, 0.01], [0.56, -0.01, 0.02], [0.52, -0.08, -1.00], [-0.25, 0.01, 0.38], [-0.17, -0.15, 0.08]],
  "total_charge": 0,
  "lumo_ha": [-0.004, -0.033],
  "spin_multiplicity": 4,
  "e_tot_ha": -2299.7522
}

=====

Record 2
{
  "formula": "BH32O14",
  "method": "ωB97M-V/def2-TZVPD",
  "species": ["B", "H", "H", "H", "H", "O", "H", "H", "O", "H", "H", "O", "H", "H", "O", "H", "H", "O", "H", "H", "O", "H", "H", "O", "H", "H", "O", "H", "H", "O", "H", "H", "O", "H", "H", "O", "H", "H", "O", "H", "H", "O", "H", "H", "O", "H", "H"],
  "positions_angstrom": [[0.053468, 0.357787, 0.072213], [-0.258532, -0.624213, 0.749213], [0.932468, 1.005787, 0.663213], [0.575468, -0.070213, -0.940787], [-0.915532, 1.020787, -0.233787], [-1.137532, 2.648787, 2.028213], [-0.820532, 1.946787, 1.498213], [-0.347532, 3.176787, 2.094213], [-3.822532, 1.202787, -1.274787], [-3.576532, 0.447787, -0.802787], [-3.308532, 1.926787, -0.984787], [2.525468, -1.498213, 1.347213], [2.268468, -0.611213, 1.083213], [2.137468, -1.974213, 0.595213], [2.053468, 1.555787, -3.093787], [2.409468, 2.035787, -2.320787], [1.123468, 1.741787, -2.977787], [0.270468, 3.978787, -0.494787], [-0.562532, 3.750787, -0.068787], [0.910468, 3.316787, -0.191787], [-3.082532, 0.197787, 1.874213], [-3.338532, 1.112787, 1.792213], [-2.732532, -0.074213, 1.009213], [-1.146532, -0.326213, 3.790213], [-1.726532, -0.004213, 3.095213], [-0.443532, -0.745213, 3.292213], [-0.606532, 2.523787, -2.705787], [-0.519532, 2.448787, -1.742787], [-0.829532, 3.398787, -2.954787], [2.665468, -1.394213, -3.081787], [2.382468, -0.503213, -2.772787], [3.600468, -1.239213, -3.352787], [3.802468, 1.854787, 2.087213], [4.317468, 1.585787, 2.796213], [2.937468, 1.650787, 2.372213], [-2.348532, -2.847213, 1.363213], [-2.677532, -3.740213, 1.284213], [-2.662532, -2.351213, 0.610213], [1.579468, -2.895213, -0.866787], [1.831468, -3.744213, -1.228787], [1.778468, -2.313213, -1.607787], [0.218468, -3.832213, 1.283213], [-0.676532, -3.508213, 1.263213], [0.652468, -3.431213, 0.511213], [-1.491532, -2.258213, -1.778787], [-0.835532, -1.727213, -1.353787], [-1.158532, -3.174213, -1.723787]],
  "forces_ev_per_a": [[0.50, -0.68, 0.07], [-0.11, 0.36, -0.02], [-0.24, 0.16, 0.05], [0.01, 0.03, -0.29], [-0.28, 0.32, -0.01], [-0.82, 1.44, 0.65], [0.40, -1.92, -1.08], [0.35, 0.54, 0.42], [-1.92, 0.72, -1.72], [0.80, -1.60, 1.02], [1.08, 0.90, 0.53], [0.07, 0.11, -0.38], [-0.01, 0.48, 0.30], [0.24, -0.36, 0.42], [1.17, 0.22, 0.80], [0.08, -0.43, -0.54], [-1.14, 0.07, -0.30], [0.30, 0.18, 0.08], [0.04, -0.14, 0.33], [-0.31, 0.00, 0.05], [-0.19, -0.67, -0.39], [0.01, 0.52, -0.17], [0.22, 0.34, 0.52], [0.33, 0.00, 0.47], [-0.39, 0.06, -0.15], [0.29, -0.23, -0.09], [0.19, -1.96, -0.08], [-0.13, 0.32, -0.33], [-0.12, 1.30, 0.12], [0.88, 0.72, 0.03], [-0.01, -0.25, -0.42], [-1.10, -0.27, 0.37], [-0.08, 1.21, -2.24], [1.78, -0.82, 1.98], [-1.77, -0.40, 0.21], [0.09, 0.11, 0.64], [-0.37, -0.23, -0.20], [-0.06, -0.05, -0.54], [-0.10, -0.30, -0.55], [0.14, -0.47, 0.15], [0.20, 0.65, -0.29], [0.89, -0.75, -0.25], [-0.53, 0.60, 0.08], [-0.35, -0.02, 0.53], [-0.90, -1.39, -0.48], [0.97, 0.76, 0.61], [-0.11, 0.78, 0.07]],
  "total_charge": -1,
  "lumo_ha": 0.093,
  "e_above_lowest_kj_mol": 0.00,
  "e_tot_ha": -1097.4276
}

=====

Record 3
{
  "formula": "BH3O3",
  "method": "ωB97M-V/def2-TZVPD",
  "species": ["B", "O", "O", "O", "H", "H", "H"],
  "positions_angstrom": [[0.551646, 0.138773, -0.099844], [1.086858, 1.282066, -0.115225], [1.071782, -1.019487, 0.301877], [-1.684893, -0.191064, 0.015121], [0.580479, 2.098259, -0.011944], [0.283933, -1.630444, 0.615124], [-1.889804, -0.678100, -0.705107]],
  "forces_ev_per_a": [[-2.50, -2.61, -1.32], [2.51, 4.44, 0.71], [-1.58, -2.90, 1.91], [-0.14, 2.82, 4.86], [0.13, -0.59, -0.41], [2.68, 1.74, -1.20], [-1.12, -2.90, -4.55]],
  "total_charge": 0,
  "lumo_ha": [0.029, -0.109],
  "spin_multiplicity": 3,
  "e_tot_ha": -252.2413
}

=====

Record 4
{
  "formula": "BH4NO2",
  "method": "ωB97M-V/def2-TZVPD",
  "species": ["N", "B", "O", "H", "H", "O", "H", "H"],
  "positions_angstrom": [[-0.020219, -0.347813, -1.139628], [1.366512, -0.501458, -1.137850], [2.549460, -0.714267, -1.197088], [-0.538845, 0.198345, -0.451864], [-0.446516, -0.335327, -2.110358], [-1.029738, 0.776383, 1.706043], [-0.333140, 0.107318, 1.766957], [-1.547514, 0.816819, 2.563787]],
  "forces_ev_per_a": [[-0.65, 0.22, -1.65], [-1.15, 0.12, 0.01], [0.87, -0.09, 0.08], [0.25, -0.20, -0.38], [0.59, 0.02, 1.95], [-0.78, 0.16, 0.98], [-0.39, 0.15, 0.58], [1.25, -0.38, -1.57]],
  "total_charge": 0,
  "lumo_ha": 0.007,
  "smiles": "NB=O.O",
  "e_above_lowest_kj_mol": 172.22,
  "e_tot_ha": -232.5584
}

=====

Record 5
{
  "formula": "BeFH16O8",
  "method": "ωB97M-V/def2-TZVPD",
  "species": ["Be", "F", "O", "H", "H", "O", "H", "H", "O", "H", "H", "O", "H", "H", "O", "H", "H", "O", "H", "H", "O", "H", "H", "O", "H", "H"],
  "positions_angstrom": [[0.926083, -0.351547, 1.007168], [-0.330728, 0.389720, 0.435275], [1.372482, -1.434669, -0.254311], [1.054453, -2.337677, -0.240845], [1.924566, -1.287956, -1.067782], [2.183038, 0.705568, 1.305473], [3.095234, 0.365589, 1.493083], [2.319996, 1.328535, 0.675077], [1.811406, 2.167395, -0.935549], [0.985865, 2.548259, -0.806437], [2.166740, 2.667250, -1.663547], [0.637053, -1.353580, 2.272910], [1.065557, -2.243939, 2.263164], [-0.125736, -1.572083, 2.788687], [-2.891496, 0.598111, 0.137464], [-1.991742, 0.552753, 0.361095], [-2.999203, 0.430662, -0.771696], [-0.984238, 2.675004, -0.890731], [-1.738929, 2.948555, -0.368789], [-0.887163, 1.818890, -0.481267], [-1.471469, -2.248697, -0.027324], [-2.275719, -2.310510, -0.581900], [-1.772636, -2.358170, 0.863857], [-0.826996, -0.275762, -2.108466], [-0.589012, -1.192859, -2.228980], [-0.657406, -0.228841, -1.175628]],
  "forces_ev_per_a": [[-1.42, 1.26, -1.61], [2.08, -0.74, 1.55], [1.33, 0.36, -0.44], [-0.42, -0.36, -0.34], [-0.82, 0.00, 1.06], [0.62, -4.48, 3.72], [-1.12, 0.26, 0.15], [0.16, 4.03, -4.06], [2.65, -1.47, 0.16], [-3.12, 1.23, 0.46], [0.48, 0.16, -0.43], [1.44, -1.88, -0.07], [0.20, 0.95, -0.16], [-1.38, 0.77, 0.56], [-2.41, 0.50, 1.63], [1.55, -0.39, 0.23], [0.08, -0.25, -1.77], [0.13, 0.28, 0.18], [-0.46, 0.81, -0.11], [0.48, -0.62, -0.26], [0.11, -0.32, -0.98], [0.57, 0.14, 0.46], [-0.61, -0.07, 0.61], [0.07, -0.29, -0.67], [-0.15, -0.48, -0.76], [-0.05, 0.58, 0.90]],
  "total_charge": 1,
  "lumo_ha": -0.158,
  "e_above_lowest_kj_mol": 38.95,
  "e_tot_ha": -726.0474
}